Entry 1:
{"formula": "C40H60O30", "method": "wB97M-V/def2-TZVPD", "elements": ["C", "C", "C", "O", "C", "O", "O", "H", "H", "H", "H", "H", "H", "C", "C", "C", "O", "C", "O", "O", "H", "H", "H", "H", "H", "H", "C", "C", "C", "O", "C", "O", "O", "H", "H", "H", "H", "H", "H", "C", "C", "C", "O", "C", "O", "O", "H", "H", "H", "H", "H", "H", "C", "C", "C", "O", "C", "O", "O", "H", "H", "H", "H", "H", "H", "C", "C", "C", "O", "C", "O", "O", "H", "H", "H", "H", "H", "H", "C", "C", "C", "O", "C", "O", "O", "H", "H", "H", "H", "H", "H", "C", "C", "C", "O", "C", "O", "O", "H", "H", "H", "H", "H", "H", "C", "C", "C", "O", "C", "O", "O", "H", "H", "H", "H", "H", "H", "C", "C", "C", "O", "C", "O", "O", "H", "H", "H", "H", "H", "H"], "coordinates": [[-7.42775, 7.13719, 1.60860], [-7.73123, 7.12697, 3.07663], [-7.46554, 8.53091, 3.76691], [-8.70637, 8.90596, 4.24958], [-9.57363, 7.88095, 4.08928], [-10.65519, 7.68984, 4.60557], [-9.06685, 6.96292, 3.26334], [-6.38243, 7.34280, 1.37812], [-8.03320, 7.81851, 1.01081], [-7.56450, 6.09931, 1.30495], [-7.13350, 6.35016, 3.55346], [-7.06199, 9.29622, 3.10393], [-6.71899, 8.23898, 4.50551], [1.78421, 7.55412, 5.34416], [1.35548, 6.73035, 4.20350], [0.20649, 7.25434, 3.40792], [0.50975, 7.15437, 2.05166], [1.84898, 6.95269, 1.94523], [2.59005, 6.96818, 0.94175], [2.29626, 6.76349, 3.17058], [2.44454, 8.41106, 5.21107], [2.30437, 6.86883, 6.01344], [0.86894, 7.93003, 5.80140], [1.35411, 5.68022, 4.49559], [0.07427, 8.31543, 3.61936], [-0.76681, 6.78178, 3.54018], [-9.69255, -3.26939, 0.59315], [-10.03280, -2.31201, 1.68391], [-10.15298, -0.87953, 1.41476], [-11.18136, -0.53821, 2.31653], [-11.84851, -1.60302, 2.76133], [-12.81402, -1.52057, 3.39614], [-11.26242, -2.63702, 2.27228], [-10.54962, -3.62610, 0.02194], [-9.24443, -4.20581, 0.92542], [-8.92874, -2.90485, -0.09372], [-9.32454, -2.52574, 2.48440], [-10.52693, -0.70558, 0.40581], [-9.25593, -0.26504, 1.49099], [-5.20606, -5.69786, 6.36009], [-4.32820, -4.97607, 7.26168], [-2.91293, -5.42650, 7.42421], [-2.21968, -4.24979, 7.30273], [-2.96336, -3.25522, 6.90944], [-2.66112, -2.13769, 6.65092], [-4.28949, -3.68277, 6.84803], [-4.90407, -6.70642, 6.64240], [-5.08441, -5.31450, 5.34700], [-6.23297, -5.42469, 6.60288], [-4.73296, -4.98908, 8.27366], [-2.65378, -6.22999, 6.73475], [-2.80888, -5.77802, 8.45072], [1.13218, -8.36690, 1.58920], [1.32274, -6.91677, 1.19056], [1.46551, -6.66744, -0.27500], [0.25038, -5.97083, -0.67539], [-0.60054, -6.10799, 0.29747], [-1.82458, -5.92258, 0.20572], [0.02649, -6.51973, 1.43820], [0.37015, -8.59688, 2.33387], [1.98722, -8.93068, 1.96223], [0.92824, -9.00468, 0.72912], [2.06487, -6.31459, 1.71468], [1.59725, -7.65570, -0.71554], [2.25284, -5.98018, -0.58465], [12.83310, 2.24435, -5.81348], [11.79682, 1.23700, -6.41275], [11.84550, -0.22843, -5.96349], [10.53341, -0.65418, -5.64692], [9.81060, 0.49821, -5.55438], [8.65191, 0.53965, -5.20383], [10.53871, 1.58303, -5.88403], [13.81702, 1.77894, -5.87157], [12.77357, 2.60079, -4.78513], [12.84685, 3.07604, -6.51788], [11.68905, 1.24928, -7.49733], [12.41041, -0.39729, -5.04672], [12.21666, -0.93573, -6.70517], [6.03736, 0.59245, 7.90553], [5.99955, 1.25315, 9.31542], [6.50980, 2.68948, 9.26720], [5.59725, 3.23097, 10.21400], [4.45730, 2.44878, 10.38217], [3.48163, 2.66881, 11.07291], [4.62522, 1.49564, 9.56369], [5.49712, 1.23736, 7.21247], [5.73712, -0.44758, 8.03321], [7.09092, 0.58976, 7.62604], [6.41840, 0.63574, 10.11007], [6.34635, 3.23944, 8.34041], [7.53847, 2.53594, 9.59335], [0.87820, 0.39164, 0.09638], [0.39706, 1.25032, -1.11238], [0.39943, 0.56634, -2.47358], [-0.93929, 0.56483, -2.83059], [-1.66735, 1.09646, -1.86986], [-2.83809, 0.94468, -1.75487], [-0.87141, 1.73809, -1.02518], [1.33255, 0.96934, 0.90131], [1.64610, -0.35227, -0.11583], [-0.04844, -0.01817, 0.49824], [1.13874, 2.01495, -1.34334], [0.76130, -0.46151, -2.44768], [1.01584, 1.04199, -3.23642], [-3.38959, -4.93950, -7.18186], [-2.53653, -6.18318, -7.62676], [-0.99110, -6.00179, -7.50234], [-0.45785, -7.29725, -7.21901], [-1.53757, -8.02066, -6.67320], [-1.52045, -9.13421, -6.10137], [-2.73578, -7.29421, -6.84554], [-4.42498, -5.28018, -7.18603], [-3.24820, -4.07477, -7.83021], [-3.07911, -4.53064, -6.22034], [-2.71261, -6.33742, -8.69133], [-0.73079, -5.29206, -6.71709], [-0.61278, -5.57610, -8.43173], [4.12732, 3.04551, -9.68500], [4.46608, 2.53361, -11.11553], [5.86829, 1.88235, -11.11803], [5.57499, 0.51631, -11.30898], [4.25639, 0.34007, -11.49455], [3.80478, -0.80776, -11.78827], [3.59201, 1.54659, -11.39758], [4.31961, 2.45300, -8.79053], [3.10831, 3.41686, -9.57635], [4.66584, 3.99244, -9.72263], [4.38768, 3.26194, -11.92269], [6.30998, 2.02289, -10.13151], [6.68184, 2.32071, -11.69602]], "homo_energy_ev": -10.8, "homo_lumo_gap_ha": 0.4034, "de_lowest_ev": 8.848}


Entry 2:
{"formula": "C40H61BN7OOsPS4", "method": "wB97M-V/def2-TZVPD", "elements": ["Os", "C", "C", "C", "C", "N", "C", "C", "N", "B", "N", "C", "C", "N", "C", "S", "C", "C", "C", "C", "N", "C", "C", "N", "C", "S", "C", "C", "C", "C", "C", "S", "H", "H", "H", "H", "H", "H", "H", "H", "H", "H", "H", "H", "H", "H", "H", "H", "H", "H", "H", "H", "H", "H", "H", "H", "H", "H", "H", "H", "H", "H", "H", "H", "H", "H", "O", "N", "C", "C", "C", "C", "C", "S", "H", "H", "H", "H", "C", "C", "C", "C", "P", "C", "C", "C", "C", "C", "C", "C", "C", "C", "C", "H", "H", "H", "H", "H", "H", "H", "H", "H", "H", "H", "H", "H", "H", "H", "H", "H", "H", "H", "H", "H", "H", "H"], "coordinates": [[-0.21500, -0.44950, 0.07440], [1.13700, -4.17730, 0.61770], [0.70370, -4.63570, 2.01000], [1.67320, -5.70670, 2.50880], [-0.71110, -5.21780, 2.00860], [0.76030, -3.45480, 2.88200], [1.69340, -3.23600, 3.85950], [1.48640, -1.99620, 4.35400], [0.43380, -1.43600, 3.68820], [-0.06580, -0.04070, 4.08410], [0.84970, 1.06570, 3.53140], [0.94990, 2.24690, 4.21330], [1.92120, 2.98990, 3.64070], [2.43180, 2.26990, 2.59610], [1.74480, 1.10260, 2.52640], [1.99020, -0.14220, 1.37530], [3.57950, 2.68350, 1.77670], [3.15940, 2.68700, 0.30820], [4.01650, 4.09760, 2.16540], [4.72910, 1.70310, 2.02960], [-1.53660, 0.18220, 3.69310], [-2.52750, -0.20410, 4.54830], [-3.70860, 0.22910, 4.05620], [-3.45370, 0.88900, 2.88390], [-2.11640, 0.83020, 2.66690], [-1.27310, 1.48700, 1.32660], [-4.44930, 1.64140, 2.10760], [-4.49000, 1.13640, 0.66460], [-5.83570, 1.45510, 2.72320], [-4.06280, 3.12230, 2.14960], [0.00970, -2.33060, 2.77940], [-1.30930, -2.08660, 1.71930], [1.18900, -5.02750, -0.05530], [2.11990, -3.71370, 0.66990], [0.43190, -3.44590, 0.21900], [1.55990, -6.59480, 1.89330], [1.45740, -5.98750, 3.53640], [2.70610, -5.37790, 2.42770], [-0.75770, -6.07200, 1.33960], [-1.43920, -4.48490, 1.67820], [-0.98250, -5.54480, 3.00880], [2.43270, -3.95580, 4.13140], [1.99590, -1.46700, 5.12930], [-0.01060, 0.02290, 5.27160], [0.33730, 2.45540, 5.06210], [2.26330, 3.96680, 3.90110], [2.22030, 3.22340, 0.19020], [3.02980, 1.67740, -0.06630], [3.91830, 3.17940, -0.29140], [3.21190, 4.81480, 2.01540], [4.84390, 4.39120, 1.52500], [4.36160, 4.14950, 3.19560], [4.43100, 0.68750, 1.78320], [5.04040, 1.72790, 3.07190], [5.57840, 1.97360, 1.40940], [-2.30360, -0.73550, 5.44750], [-4.68700, 0.10390, 4.46360], [-4.54110, 0.05150, 0.63630], [-3.61520, 1.46450, 0.11510], [-5.37330, 1.53890, 0.17720], [-6.13840, 0.41160, 2.69170], [-6.55340, 2.02710, 2.14190], [-5.87460, 1.81780, 3.74640], [-3.05720, 3.26540, 1.76360], [-4.10640, 3.50070, 3.16870], [-4.74480, 3.69910, 1.53290], [1.27500, 0.08820, -1.85520], [2.21300, 2.39820, -2.59430], [3.28150, 2.47410, -3.36960], [3.38640, 3.35840, -4.42580], [2.30810, 4.20590, -4.67110], [1.20710, 4.16330, -3.84350], [1.18970, 3.23590, -2.79090], [-0.14160, 3.10060, -1.71340], [4.07500, 1.77840, -3.12460], [4.26950, 3.37820, -5.04370], [2.32540, 4.87840, -5.51740], [0.35880, 4.81100, -3.99720], [-1.26440, -4.58110, -2.06230], [-2.02260, -3.29360, -2.38710], [-2.66220, -3.43860, -3.76670], [-3.13730, -3.08200, -1.35780], [-0.92270, -1.74840, -2.13090], [-1.86870, -0.44340, -3.00110], [-2.18670, -0.40480, -4.35700], [-2.88200, 0.67050, -4.87940], [-3.25980, 1.73230, -4.07250], [-2.95510, 1.70510, -2.72390], [-2.27790, 0.61970, -2.20030], [0.69070, -1.84720, -3.14680], [0.61570, -2.41310, -4.56020], [1.17050, -0.38970, -3.17820], [1.71230, -2.64080, -2.33120], [-1.90430, -5.44080, -2.26540], [-0.98160, -4.60920, -1.01350], [-0.37620, -4.68460, -2.68070], [-3.28820, -4.33060, -3.75940], [-1.92400, -3.56710, -4.55110], [-3.30130, -2.59320, -4.00590], [-3.82680, -3.92420, -1.36360], [-3.70230, -2.17760, -1.58040], [-2.72750, -2.98280, -0.35350], [-1.89270, -1.19280, -5.02860], [-3.11810, 0.68270, -5.93310], [-3.76850, 2.58170, -4.50510], [-3.22710, 2.53410, -2.08770], [-2.01440, 0.59630, -1.14060], [-0.01720, -1.81570, -5.20720], [0.25930, -3.43810, -4.55020], [1.61480, -2.42070, -4.99510], [0.46750, 0.22320, -3.76420], [2.15660, -0.32920, -3.66330], [1.64070, 1.02450, -1.91490], [1.39980, -3.66960, -2.19510], [1.84540, -2.17690, -1.35210], [2.67510, -2.63530, -2.84280]], "charge": 1, "spin_multiplicity": 2, "homo_energy_ev": [-8.3, -8.3], "homo_lumo_gap_ha": [0.1460, 0.1649], "de_lowest_ev": 1.066}


Entry 3:
{"formula": "C40H61IrN3OP3Si", "method": "wB97M-V/def2-TZVPD", "elements": ["Ir", "C", "C", "C", "P", "C", "C", "C", "C", "C", "C", "C", "C", "C", "Si", "C", "C", "C", "C", "C", "C", "P", "C", "C", "C", "C", "C", "C", "C", "C", "C", "C", "C", "C", "P", "C", "C", "C", "C", "C", "C", "H", "H", "H", "H", "H", "H", "H", "H", "H", "H", "H", "H", "H", "H", "H", "H", "H", "H", "H", "H", "H", "H", "H", "H", "H", "H", "H", "H", "H", "H", "H", "H", "H", "H", "H", "H", "H", "H", "H", "H", "H", "H", "H", "H", "H", "H", "H", "H", "H", "H", "H", "H", "H", "H", "C", "N", "C", "C", "O", "N", "C", "N", "H", "H", "H", "H", "H", "H", "H"], "coordinates": [[0.57137, -0.53002, -0.65369], [-1.63696, -4.93115, -0.66577], [-0.45044, -3.96574, -0.74556], [0.14200, -3.95756, -2.14031], [-0.77149, -2.25947, -0.05014], [-2.54171, -1.71308, 0.07926], [-3.18139, -2.08022, 1.39932], [-3.41887, -2.37692, -0.99402], [-0.30429, -2.59710, 1.66919], [-0.38631, -3.82852, 2.27905], [0.17884, -4.10315, 3.54804], [0.81627, -3.10360, 4.22705], [0.94385, -1.85612, 3.63157], [0.41202, -1.59958, 2.39835], [0.51877, 0.15278, 1.59032], [2.22328, 0.86634, 1.80701], [2.40615, 2.01288, 2.56535], [3.55800, 2.77162, 2.46844], [4.58869, 2.35383, 1.68658], [4.44956, 1.16794, 0.96730], [3.27072, 0.44556, 0.94855], [2.90214, -0.89309, -0.23131], [3.89305, -1.18461, -1.76067], [3.48624, -0.21742, -2.86794], [5.41619, -1.22088, -1.60868], [3.48694, -2.39480, 0.71966], [4.67826, -2.06007, 1.67107], [3.82001, -3.64242, -0.13556], [-0.78263, 1.41393, 2.48408], [-0.75613, 1.48352, 3.85727], [-1.75830, 1.98962, 4.69171], [-2.76904, 2.75286, 4.12341], [-2.76158, 2.91489, 2.74052], [-1.86778, 2.23589, 1.90519], [-2.21328, 2.50187, 0.10070], [-4.12972, 2.27285, 0.16706], [-4.47670, 1.63316, -1.21728], [-5.09621, 3.46720, 0.34478], [-2.01833, 4.38191, -0.01741], [-2.08729, 4.84157, -1.52777], [-0.69571, 4.73784, 0.66580], [-1.23458, -5.96957, -0.48103], [-2.22187, -4.93873, -1.57103], [-2.26693, -4.72406, 0.17190], [0.27078, -4.38542, -0.03198], [-0.64718, -3.89670, -2.92202], [0.74853, -4.87708, -2.31162], [0.81503, -3.11051, -2.34777], [-2.56443, -0.62096, -0.06951], [-3.14344, -3.18017, 1.48500], [-4.21511, -1.77849, 1.46355], [-2.63421, -1.65644, 2.28660], [-3.87937, -3.27692, -0.57607], [-2.98805, -2.65117, -1.95345], [-4.21786, -1.66929, -1.22923], [-0.95989, -4.64636, 1.86477], [0.05416, -5.10777, 3.97748], [1.12710, -3.31573, 5.21934], [1.51479, -1.09847, 4.16958], [1.63355, 2.29600, 3.29759], [3.67937, 3.70920, 3.01255], [5.54125, 2.87320, 1.73201], [5.31612, 0.77653, 0.38572], [3.49704, -2.15308, -2.08391], [3.59374, 0.82848, -2.58913], [2.46841, -0.39167, -3.21609], [4.12157, -0.42295, -3.79311], [5.82985, -0.18895, -1.58515], [5.89889, -1.61039, -2.53395], [5.85051, -1.70792, -0.75003], [2.61701, -2.65869, 1.35931], [5.52247, -1.53815, 1.12375], [5.10424, -3.02788, 2.00105], [4.40258, -1.44799, 2.53466], [4.83013, -3.52559, -0.53009], [3.16098, -3.76243, -0.99651], [3.88582, -4.52347, 0.53476], [0.08041, 1.02864, 4.34045], [-1.69207, 1.72368, 5.74241], [-3.54127, 3.16079, 4.75671], [-3.46355, 3.61343, 2.31594], [-4.27257, 1.58632, 1.03833], [-4.29381, 2.35234, -2.06077], [-5.55270, 1.48278, -1.22585], [-3.88208, 0.69124, -1.37910], [-5.01554, 4.08265, -0.56731], [-4.99501, 4.14904, 1.22067], [-6.11412, 3.04466, 0.43903], [-2.86631, 4.77903, 0.56475], [-1.20279, 5.45137, -1.78096], [-3.00294, 5.43590, -1.74216], [-2.17556, 3.93594, -2.17625], [0.12943, 4.03342, 0.37187], [-0.76240, 4.70169, 1.79562], [-0.40079, 5.74911, 0.39889], [-1.20398, 1.76115, -5.34519], [-0.44667, 1.58283, -4.10361], [0.58697, 2.51198, -3.64336], [0.98919, 1.89377, -2.30959], [1.91242, 2.27748, -1.56696], [0.19614, 0.77233, -2.11525], [-0.59720, 0.61058, -3.18442], [-1.38201, -0.45969, -3.31886], [-0.71348, 2.55171, -5.90754], [-2.24583, 2.05855, -5.21030], [-1.14569, 0.85073, -5.95483], [0.28173, 3.53038, -3.46111], [1.44032, 2.63826, -4.34621], [-1.30862, -1.16994, -2.53516], [-1.50884, -0.91512, -4.21833]], "charge": 3, "spin_multiplicity": 6, "homo_energy_ev": [-13.7, -15.9], "homo_lumo_gap_ha": [0.1920, 0.1230]}